No. 1
Computed, not measured: a 6-piece molecular cluster, C2H17NO5 overall, with the ωB97M-V functional and the def2-TZVPD basis.

```
25
Properties=species:S:1:pos:R:3:forces:R:3:nbo_charge:R:1
H 2.201 4.331 -1.629 -0.30 -0.54 -0.14 0.491
H 0.005 -3.461 0.567 0.36 0.28 -0.09 0.196
O -0.008 3.450 0.174 0.30 -0.88 -0.45 -0.982
O -1.852 5.091 1.240 0.05 0.03 -0.13 -0.984
H -1.412 -4.479 -1.511 0.18 -0.33 1.11 0.190
H 1.655 -4.092 0.855 -0.43 0.10 -0.29 0.196
C 0.892 -3.884 0.080 0.33 -0.77 0.88 -0.414
O 1.763 3.481 -1.818 0.42 0.40 -0.12 -0.962
H -0.557 -5.732 -2.310 0.45 0.67 0.59 0.200
H 0.601 -0.161 4.723 0.64 -0.71 -0.08 0.488
H -2.192 4.501 1.925 0.24 0.06 -0.20 0.466
C -0.375 -4.818 -1.681 -1.91 -0.76 -2.03 -0.438
H 0.385 2.716 0.664 -0.12 0.20 0.26 0.486
H 1.325 -3.187 -0.637 -0.04 0.26 -0.13 0.165
H -0.134 -4.004 -2.405 1.20 -0.35 0.48 0.165
H 2.062 3.211 -2.692 -0.01 0.07 0.02 0.487
H -1.956 2.865 -0.582 -0.06 0.34 0.26 0.473
O -2.859 3.124 -0.788 -0.42 -0.33 -0.40 -0.970
H 1.718 -0.158 3.505 -0.03 -0.73 0.69 0.484
H -3.030 3.954 -0.328 0.40 -0.01 0.13 0.487
H 1.163 -5.758 -0.833 0.49 0.17 0.16 0.358
O 0.979 0.253 3.950 -0.60 1.44 -0.63 -0.972
N 0.442 -5.127 -0.531 -0.63 0.73 -0.66 -0.618
H -1.106 4.623 0.802 -0.59 0.16 0.57 0.498
H 0.290 3.262 -0.738 0.08 0.47 0.23 0.511
```
Positions in Å, forces in eV/Å.

For the LUMO energy, the calculation gives 0.0072 hartree. As for the SMILES: CNC.O.O.O.O.O. As for the spin multiplicity: 1.



No. 2
Computed, not measured: a 2-piece molecular cluster, C2H9NS overall, with the ωB97M-V functional and the def2-TZVPD basis.

```
13
Properties=species:S:1:pos:R:3:forces:R:3:nbo_charge:R:1
C -0.983 1.684 -0.999 -1.13 -1.75 1.20 -0.785
H 0.941 -0.675 -1.241 -1.35 -0.01 -1.58 0.213
H -1.515 0.953 -0.381 -0.90 -0.65 -0.78 0.213
H 1.342 -0.118 3.482 -0.10 -1.09 0.72 0.349
S -0.482 0.974 -2.563 0.72 -0.95 0.13 0.185
N 1.268 -1.167 3.472 -0.10 1.73 -2.14 -1.059
H -0.280 1.783 -0.195 1.42 1.44 -0.37 0.218
H 0.263 -1.342 3.670 0.89 0.02 -0.52 0.359
H -1.734 2.452 -1.134 0.50 0.55 -0.09 0.242
C 0.096 -0.733 -2.040 -0.10 0.28 1.59 -0.736
H 0.429 -1.303 -2.930 -0.17 0.55 0.55 0.235
H -0.780 -1.265 -1.555 1.00 0.54 -0.64 0.214
H 1.436 -1.243 2.413 -0.68 -0.66 1.93 0.353
```
Positions in Å, forces in eV/Å.

For the LUMO energy, the calculation gives 0.0217 hartree. As for the SMILES: CSC.N. As for the spin multiplicity: 1.



No. 3
Computed, not measured: an isolated ion of composition H3NOP and charge -1, with the ωB97M-V functional and the def2-TZVPD basis.

```
6
Properties=species:S:1:pos:R:3:forces:R:3:nbo_charge:R:1
N 0.096 -1.091 0.207 0.01 -0.24 -1.28 -1.448
O -1.566 0.664 -0.027 -6.59 3.56 0.61 -1.171
H 0.356 0.166 -1.223 0.69 1.48 -3.50 -0.213
H 0.422 -1.683 0.828 1.65 -2.93 3.97 0.339
H 0.885 1.565 0.268 -1.56 -1.24 0.60 -0.264
P -0.193 0.378 -0.052 5.79 -0.62 -0.41 1.757
```
Positions in Å, forces in eV/Å.

For the LUMO energy, the calculation gives 0.1942 hartree. As for the SMILES: N=[PH2][O-]. Its total charge is -1. As for the spin multiplicity: 1.



Number 1: E_HOMO -0.33046 Ha, maximum force 2.89 eV Å⁻¹. Number 2: E_HOMO -0.31620 Ha, maximum force 2.75 eV Å⁻¹. Number 3: E_HOMO -0.10457 Ha, maximum force 7.51 eV Å⁻¹.